[1]
{
  "formula": "C7H12N2O2",
  "method": "the ωB97M-V functional and the def2-TZVPD basis",
  "symbols": ["O", "O", "N", "N", "C", "C", "C", "C", "C", "C", "C", "H", "H", "H", "H", "H", "H", "H", "H", "H", "H", "H", "H"],
  "positions_angstrom": [[-3.33677, -0.42389, 0.67749], [-2.39764, 0.26283, -1.25535], [3.84621, 0.76280, -0.60196], [2.62139, 1.93056, 1.02726], [2.38981, -0.55392, 0.61361], [2.97551, -1.31898, -0.56572], [2.91098, 0.84511, 0.41901], [-2.06910, -1.04262, 0.97238], [-4.62178, 1.01187, -0.65855], [3.75854, -0.48500, -1.26143], [-3.31627, 0.28272, -0.48503], [4.34985, -0.61369, -2.15314], [1.95395, 1.71712, 1.76397], [-4.97320, 1.38923, 0.29957], [-5.39070, 0.31827, -1.04422], [-1.88857, -1.85670, 0.26521], [2.77412, -0.95501, 1.55275], [-4.47546, 1.83754, -1.36313], [1.28308, -0.54101, 0.66878], [-1.24942, -0.31194, 0.87691], [4.12287, 1.59014, -1.09754], [2.85162, -2.41574, -0.64723], [-2.11902, -1.42967, 1.99635]],
  "smiles": "[H]/N=C1\\CC=CN1.COC(C)=O",
  "e_lumo_ev": 0.77,
  "e_homo_ev": -8.184
}



[2]
{
  "formula": "C7H12N2O2S",
  "method": "the ωB97M-V functional and the def2-TZVPD basis",
  "symbols": ["S", "O", "O", "N", "N", "C", "C", "C", "C", "C", "C", "C", "H", "H", "H", "H", "H", "H", "H", "H", "H", "H", "H", "H"],
  "positions_angstrom": [[-2.41369, 0.26804, -1.02416], [-0.20214, -0.48104, -0.05387], [-4.70332, 0.01719, 0.45810], [1.14650, 1.24117, -0.74503], [1.95777, -0.84658, 0.16832], [1.72561, -2.23534, 0.40628], [3.49598, 1.07116, 0.04626], [-3.75134, 0.07061, -0.33282], [-6.13060, -0.21770, 0.44995], [2.37688, 1.91679, -0.69064], [3.15649, -0.35170, 0.30188], [0.87107, 0.02524, -0.22624], [-6.37939, -0.99349, 1.27367], [2.26848, 2.85171, -0.07908], [2.64522, 2.13487, -1.68052], [3.97368, -1.06381, 0.61001], [4.31479, 1.24407, -0.61831], [1.17336, -2.70684, -0.42586], [0.37380, 1.72982, -1.14301], [0.96783, -2.31565, 1.19576], [2.67586, -2.77318, 0.76731], [3.62637, 1.24469, 1.16975], [-6.66189, 0.67377, 0.64952], [-6.50730, -0.50380, -0.47730]],
  "total_charge": 2,
  "e_lumo_ev": -7.61,
  "e_homo_ev": -17.435
}



[3]
{
  "formula": "C7H12N2O2S2",
  "method": "the ωB97M-V functional and the def2-TZVPD basis",
  "symbols": ["S", "S", "O", "O", "N", "N", "C", "C", "C", "C", "C", "C", "C", "H", "H", "H", "H", "H", "H", "H", "H", "H", "H", "H", "H"],
  "positions_angstrom": [[0.85117, -1.27329, -2.03147], [-2.16190, 1.80934, 0.58926], [1.47695, -2.30035, -2.81761], [-0.34452, -0.66462, -2.53686], [-0.81845, -0.09347, 1.64669], [0.55456, -1.90826, -0.50114], [1.50648, 1.06279, -0.79864], [-1.21833, 1.09911, 1.89318], [-0.94183, 1.84929, 3.13918], [2.09658, -0.00311, -1.68768], [-1.95654, 0.34920, -0.29102], [-1.21807, -0.54169, 0.42365], [-0.82442, -1.91140, -0.02927], [0.98800, -2.81722, -0.45115], [-1.50991, -2.23901, -0.81928], [2.39448, 0.38178, -2.65950], [-1.87339, 2.11775, 3.63510], [-2.35676, 0.23320, -1.27637], [0.60282, 1.45423, -1.26002], [2.20921, 1.88023, -0.65017], [-0.34523, 1.23083, 3.80387], [-0.88549, -2.59258, 0.82166], [1.25023, 0.63903, 0.16897], [2.92656, -0.53048, -1.22864], [-0.40217, 2.76873, 2.91727]],
  "smiles": "CCS(=O)(=O)NCc1csc(C)n1",
  "e_lumo_ev": 0.68,
  "e_homo_ev": -9.043
}



[4]
{
  "formula": "C7H12N2O5S",
  "method": "the ωB97M-V functional and the def2-TZVPD basis",
  "symbols": ["S", "O", "O", "O", "O", "O", "N", "N", "C", "C", "C", "C", "C", "C", "C", "H", "H", "H", "H", "H", "H", "H", "H", "H", "H", "H", "H"],
  "positions_angstrom": [[2.13813, 2.75918, -0.28143], [-0.81869, -0.90922, -1.04784], [1.91600, -2.28427, 0.26481], [-3.74795, 1.48469, -0.39854], [3.73664, -1.34433, -0.81133], [-3.21452, 0.06250, -2.26236], [-1.72402, 0.52064, 2.09447], [0.69609, 0.36451, 0.36380], [-0.48843, -0.37874, 0.08326], [2.41801, -1.32175, -0.22509], [1.94482, 0.08192, -0.42904], [-1.60303, -0.32575, 1.00377], [2.99091, 1.06530, -0.14829], [-3.27749, 0.54421, -0.76422], [-2.81986, -0.71187, 0.08619], [-2.22628, 1.51664, 1.84075], [0.87740, 0.14119, 1.70457], [1.55046, 0.19083, -1.48840], [3.32241, 3.79766, -1.12945], [-2.51375, -1.63745, -0.53108], [-2.44867, -0.00425, 2.81750], [-2.79162, -0.72348, -2.05074], [3.81039, 0.74789, 0.81718], [-3.57962, -1.10107, 0.75461], [3.66950, 1.25539, -1.06288], [-1.54577, -1.33867, 1.62408], [3.72891, -2.45172, -0.82429]],
  "e_lumo_ev": -0.22,
  "e_homo_ev": -9.485
}



[5]
{
  "formula": "C7H12N2OS",
  "method": "the ωB97M-V functional and the def2-TZVPD basis",
  "symbols": ["S", "O", "N", "N", "C", "C", "C", "C", "C", "C", "C", "H", "H", "H", "H", "H", "H", "H", "H", "H", "H", "H", "H"],
  "positions_angstrom": [[-3.27265, -0.32975, 0.00447], [-1.00825, -1.78442, -1.25596], [-1.64237, -0.04026, 0.08730], [0.26738, 1.27700, -0.38724], [-1.06973, 1.14776, -0.01900], [-0.81348, -1.22339, -0.00188], [-1.86381, 2.37473, 0.00510], [0.68402, -1.02574, 0.07795], [2.52020, 0.40093, -1.01463], [1.13038, -1.14012, 1.56740], [1.06496, 0.30879, -0.52516], [2.19125, -1.24402, 1.43932], [-1.10224, 3.16146, -0.10146], [-1.14591, -1.86142, 0.92059], [-2.47895, 2.29445, 0.81975], [1.23934, -1.90545, -0.36504], [3.06171, 0.46310, -0.10709], [2.68900, 1.46842, -1.41591], [0.57515, -0.24900, 2.01112], [-2.53712, 2.37443, -0.79629], [-1.98751, -1.78388, -1.37104], [0.72689, -2.15190, 1.92427], [2.77175, -0.53172, -1.49657]],
  "smiles": "CC1=NC(C)=[N+]([S-])[C@@H](O)[C@@H]1C",
  "e_lumo_ev": [-0.36, -0.36],
  "e_homo_ev": [-7.702, -7.702]
}



[6]
{
  "formula": "C7H12N2OS",
  "method": "the ωB97M-V functional and the def2-TZVPD basis",
  "symbols": ["S", "O", "N", "N", "C", "C", "C", "C", "C", "C", "C", "H", "H", "H", "H", "H", "H", "H", "H", "H", "H", "H", "H"],
  "positions_angstrom": [[-3.00066, -1.28985, 0.28571], [-0.15031, -1.32775, 0.64712], [-2.86234, 0.14433, 0.83493], [1.49292, 0.06186, -0.28714], [-2.46834, 2.42613, 1.24068], [0.28533, -0.24789, 0.24096], [-1.86576, 1.15069, 0.82887], [-2.60162, -1.33467, -1.28346], [-0.54905, 0.99409, 0.39145], [2.86072, -0.44975, -0.08816], [3.23892, -1.85703, -0.63792], [-2.72476, -2.32899, -1.71273], [4.29817, -1.91756, -0.54251], [3.28552, -0.41229, 1.00914], [1.59138, 0.99197, -0.69217], [-3.27119, 2.67236, 0.49078], [2.78112, -2.64902, -0.12129], [3.45003, 0.29851, -0.69309], [3.02211, -1.98733, -1.72921], [-1.79297, 3.39381, 1.24648], [0.06763, 1.92099, 0.49158], [-2.04792, -0.64731, -2.00210], [-3.03894, 2.39471, 2.08210]],
  "e_lumo_ev": [-0.22, -0.22],
  "e_homo_ev": [-7.957, -7.957]
}



[7]
{
  "formula": "C7H12N3S",
  "method": "the ωB97M-V functional and the def2-TZVPD basis",
  "symbols": ["S", "N", "N", "N", "C", "C", "C", "C", "C", "C", "C", "H", "H", "H", "H", "H", "H", "H", "H", "H", "H", "H", "H"],
  "positions_angstrom": [[0.06505, -1.98281, 0.45342], [-2.09586, -0.30649, 0.02930], [-4.14978, 0.10363, -0.56229], [1.22670, -0.96178, 0.20239], [3.09677, 0.06865, -0.78435], [-3.03771, -0.60032, -0.83165], [2.71862, 0.85294, 0.47236], [1.81150, -0.68476, -1.09507], [-3.89379, 0.87231, 0.53467], [1.84208, -0.13859, 1.22923], [-2.60699, 0.59941, 0.89787], [-4.61662, 1.53621, 0.95947], [2.14920, 1.74582, 0.21106], [3.90009, -0.63524, -0.56415], [1.10803, -0.05575, -1.65607], [2.44194, -0.78385, 1.87969], [-2.03615, 0.99850, 1.71049], [3.58951, 1.15559, 1.04775], [-5.01235, 0.08711, -1.08257], [1.07074, 0.32766, 1.84501], [-2.93852, -1.29851, -1.63800], [3.41503, 0.70919, -1.60133], [1.95251, -1.60891, -1.65724]],
  "total_charge": 1,
  "e_lumo_ev": -5.87,
  "e_homo_ev": -12.425
}



[8]
{
  "formula": "C7H12N4O",
  "method": "the ωB97M-V functional and the def2-TZVPD basis",
  "symbols": ["O", "N", "N", "N", "N", "C", "C", "C", "C", "C", "C", "C", "H", "H", "H", "H", "H", "H", "H", "H", "H", "H", "H", "H"],
  "positions_angstrom": [[1.23855, -0.94457, 1.01467], [2.10867, 0.35704, -0.52852], [-1.10248, -1.08020, 0.08378], [2.57360, -1.07176, 0.98513], [-2.49005, 0.74637, 1.09136], [-1.18509, 1.25722, 0.57725], [0.93503, -0.11317, -0.10307], [3.07740, -0.12220, 0.14908], [-3.01729, 0.20849, -0.13754], [-0.51008, 0.16390, -0.33554], [4.35755, 0.47340, -0.16706], [-2.47725, -1.26801, -0.42144], [-2.82775, -2.22322, 0.02276], [4.97027, 0.21265, 0.73035], [4.90522, -0.16280, -1.06642], [-2.37400, -1.50715, -1.56773], [-4.08369, 0.14954, -0.30041], [-1.43288, 2.04003, -0.16959], [4.22543, 1.63200, -0.54287], [-2.47017, 0.17047, 1.84260], [-2.81330, 0.95705, -0.84529], [-0.58662, -1.77046, -0.28822], [-0.65426, 0.29659, -1.38641], [-0.36681, 1.59874, 1.36313]],
  "smiles": "Cc1noc([C@@H]2CNCCN2)n1",
  "e_lumo_ev": 0.75,
  "e_homo_ev": -8.986
}



[9]
{
  "formula": "C7H12N4O2",
  "method": "the ωB97M-V functional and the def2-TZVPD basis",
  "symbols": ["O", "O", "N", "N", "N", "N", "C", "C", "C", "C", "C", "C", "C", "H", "H", "H", "H", "H", "H", "H", "H", "H", "H", "H", "H"],
  "positions_angstrom": [[1.45892, 2.15193, 1.09987], [-1.41823, -2.95316, -2.42751], [-0.04693, 0.51252, 1.07648], [-2.04858, -5.16855, -2.06491], [-0.37356, -0.61092, -1.36041], [1.00189, 1.19973, -0.94015], [1.04242, 1.97997, 2.44616], [0.76426, 0.42693, -3.22612], [0.03064, 0.88511, 2.34024], [-0.73509, 0.28128, 3.40252], [0.41961, 0.29685, -1.80864], [0.80189, 1.28111, 0.38659], [-1.79783, -4.05753, -2.35474], [-0.58819, -0.65933, -0.36076], [-1.61773, 0.89549, 3.62190], [-1.11031, -0.69793, 3.10536], [0.02254, -0.06094, -3.85512], [1.72519, -0.05440, -3.43478], [1.91001, 1.70268, 3.06199], [1.67028, 1.86111, -1.33466], [-0.16932, 0.23250, 4.33175], [0.87614, 1.46746, -3.52926], [-2.54941, -6.00184, -2.27487], [0.66888, 2.93370, 2.84195], [-0.77919, -1.36713, -1.95270]],
  "total_charge": 2,
  "e_lumo_ev": -9.09,
  "e_homo_ev": -16.785
}



[10]
{
  "formula": "C7H12N4S2",
  "method": "the ωB97M-V functional and the def2-TZVPD basis",
  "symbols": ["S", "S", "N", "N", "N", "N", "C", "C", "C", "C", "C", "C", "C", "H", "H", "H", "H", "H", "H", "H", "H", "H", "H", "H", "H"],
  "positions_angstrom": [[-0.71838, 2.18628, 2.17872], [-2.41996, 0.57090, 0.31500], [-3.27933, -0.56342, -0.58035], [-1.18938, -0.93476, -1.32921], [0.38278, -0.02253, -0.00162], [1.77768, 1.50483, 1.92672], [-2.54572, -1.14182, -1.43521], [2.78413, 0.89268, 1.14055], [0.56208, 1.48153, 1.58247], [-0.82002, -0.08323, -0.30639], [-3.10615, -2.07013, -2.41854], [-0.13683, -1.64238, -2.03299], [2.15587, 2.38323, 3.11880], [-2.77822, -1.58847, -3.43900], [3.34291, 0.10741, 1.74369], [2.11825, 1.72330, 4.03654], [3.14195, 2.83109, 2.97466], [2.31063, 0.37921, 0.30003], [0.23262, -0.95414, -2.98415], [-4.12499, -2.25350, -2.44136], [1.27656, 2.93255, 3.08731], [-0.71700, -2.49652, -2.46498], [3.61822, 1.56095, 0.68181], [0.73117, -1.80001, -1.38086], [-2.59886, -3.00304, -2.27165]],
  "e_lumo_ev": 0.16,
  "e_homo_ev": -7.741
}



[11]
{
  "formula": "C7H12N5",
  "method": "the ωB97M-V functional and the def2-TZVPD basis",
  "symbols": ["N", "N", "N", "N", "N", "C", "C", "C", "C", "C", "C", "C", "H", "H", "H", "H", "H", "H", "H", "H", "H", "H", "H", "H"],
  "positions_angstrom": [[0.99776, 0.96236, 0.02305], [3.42029, 1.18078, -0.15670], [-2.32503, 2.14310, 0.99412], [2.36581, -0.84920, 0.34209], [1.05339, -1.21946, 0.45395], [0.27244, -0.18185, 0.21477], [-2.60079, 1.06612, 0.61274], [0.77459, -2.58095, 0.80071], [2.29991, 0.47530, 0.04296], [-2.98874, -0.82293, -0.99112], [-2.69155, -0.28692, 0.30683], [0.55698, 2.26926, -0.35514], [4.31074, 0.73923, -0.42829], [1.40994, 3.00560, 0.09239], [-2.74232, -1.86409, -1.12869], [3.15812, 2.16715, -0.23337], [0.23628, 2.34723, -1.47276], [0.68404, -3.29996, -0.15819], [-0.46887, 2.56052, 0.18144], [-2.54649, -0.86543, 1.21728], [-0.07783, -2.51482, 1.32805], [-4.10036, -0.99383, -1.17878], [-2.62602, -0.37340, -1.90635], [1.62770, -3.06382, 1.39900]],
  "total_charge": 1,
  "e_lumo_ev": [-5.44, -6.66],
  "e_homo_ev": [-12.860, -12.554]
}



[12]
{
  "formula": "C7H12NO2",
  "method": "the ωB97M-V functional and the def2-TZVPD basis",
  "symbols": ["O", "O", "N", "C", "C", "C", "C", "C", "C", "C", "H", "H", "H", "H", "H", "H", "H", "H", "H", "H", "H", "H"],
  "positions_angstrom": [[1.97402, 0.17131, 0.97574], [2.23652, 1.53402, -0.73993], [-3.17316, 0.86866, 0.24795], [-0.05656, -1.26442, -1.13375], [-1.16097, -0.73435, -0.61008], [-1.17780, 0.57005, -0.04562], [1.25832, -0.54764, -1.28911], [1.54525, -1.04111, 1.58257], [1.68032, 0.45482, -0.26439], [-0.44262, 1.51287, 0.27225], [1.93751, -1.01451, 2.59764], [1.94802, -1.90875, 1.05449], [-3.63438, 0.90550, -0.65339], [-2.07710, -1.30234, -0.60166], [0.45536, -1.09106, 1.60203], [1.26299, -0.02993, -2.25488], [-0.32268, 2.48522, 0.67030], [2.66172, 2.08792, -0.05938], [2.05838, -1.30001, -1.31683], [-3.29057, 1.76017, 0.71544], [-3.59079, 0.13711, 0.81296], [-0.09178, -2.25352, -1.56236]],
  "total_charge": 1,
  "e_lumo_ev": -3.32,
  "e_homo_ev": -12.222
}



Energy relative to the best compared isomer or geometry (same formula, charge and spin)? In order: 35.8 0.0 0.0 190.0 67.0 98.4 23.6 106.1 0.0 76.7 119.2 90.4 kcal per mole.
Electronic energy? In order: -533.902831 -931.407622 -1330.298508 -1157.599483 -856.790903 -856.740841 -836.109942 -568.016290 -642.859954 -1289.181140 -547.264315 -478.788257 Ha.